A single C4H9BN2O2 molecule. Source: the Open Molecules 2025 dataset; level of theory: ωB97M-V with the def2-TZVPD basis set.

Geometry (Å):
C 2.2728 0.5757 -0.8862
N 0.9793 0.5673 -0.3436
N 0.8041 1.2005 0.8143
C -0.2605 1.0770 1.5502
C -1.4576 0.1602 1.2413
B -1.4705 -0.3158 -0.2751
O -2.5159 -0.6560 -0.9369
C 0.0016 -0.4403 -0.8707
O 0.2810 -1.7597 -0.2416
H 2.7636 -0.3536 -0.5157
H 2.2466 0.5122 -2.0347
H 2.7688 1.4709 -0.5399
H -0.3508 1.7643 2.4032
H -2.4674 0.5746 1.6503
H -1.3594 -0.7540 1.7047
H -3.4630 -0.7628 -0.6959
H 0.2670 -0.7236 -1.9568
H -0.0385 -1.5494 0.6232

Cartesian forces, eV/Å:
1.1092 -1.3769 -1.3375
-3.4601 -0.9874 -1.1953
-1.0987 0.4749 1.3529
0.0984 -0.1257 -0.8316
-1.1551 2.8267 -0.9226
1.8895 2.1764 1.5835
-3.5126 -1.4609 -2.5888
1.9113 -0.6387 -0.6361
-0.0212 0.5088 -0.5473
0.4649 0.6732 -0.4012
0.0077 0.2953 1.6784
0.3509 0.0513 -0.0902
0.3645 -0.4685 -0.3389
1.7650 -0.5456 -0.8585
0.3214 -2.2442 1.8977
1.4985 0.4121 0.3389
-0.7962 1.2394 1.5058
0.2625 -0.8102 1.3906

Values from the calculation:
* calculated total energy: -12044.334 eV
* max |F|: 4.60 eV Å⁻¹
* energy above the lowest of the compared OMol25 structures with the same formula, charge and spin: 3.262 eV
* Kohn-Sham gap: 8.199 eV
* highest occupied orbital energy: -7.9 eV

2 unconnected molecules or ions with the total composition C4H9BO2. Source: the Open Molecules 2025 dataset; level of theory: ωB97M-V with the def2-TZVPD basis set.

Geometry (Å):
B -0.2591 -2.2416 -0.7838
C -2.5940 0.6624 1.3182
C 1.2315 0.6543 1.2088
C 0.2643 0.7981 -1.1592
C 0.2119 0.0813 0.2446
O -3.0833 1.1156 0.4051
O 0.0332 -1.3832 0.2003
H -0.3863 -3.3002 -0.5450
H -0.2788 -1.7192 -1.8446
H 1.5151 -0.0744 1.9961
H 2.1632 1.0523 0.7141
H 0.8465 1.5317 1.7114
H 0.8646 0.0444 -1.6095
H 0.9786 1.5812 -1.1588
H -0.7473 0.9113 -1.5286
H -0.7601 0.2862 0.8310

Cartesian forces, eV/Å:
0.8082 3.8541 -0.9300
-0.7726 0.3386 -0.3007
2.0119 -0.8105 -0.0398
-0.0102 -2.4445 2.4192
-3.1236 1.0817 0.7441
0.1787 -0.2128 0.4212
1.3126 0.6789 1.2224
-0.4553 -2.8672 0.6794
-0.3028 -0.4652 -0.6842
-0.1113 0.3812 -0.4712
-0.6667 -0.8163 0.3094
-0.5070 0.1008 0.0491
-0.0476 -0.7485 -1.6638
-0.2280 1.5225 0.2497
0.3292 0.3291 -0.6083
1.5846 0.0782 -1.3967

Values from the calculation:
* calculated total energy: -9063.968 eV
* max |F|: 4.05 eV Å⁻¹
* energy above the lowest of the compared OMol25 structures with the same formula, charge and spin: 3.602 eV
* Kohn-Sham gap: 11.168 eV
* highest occupied orbital energy: -10.3 eV

2 unconnected molecules or ions with the total composition C4H9BrF2O3SSi. Source: the Open Molecules 2025 dataset; level of theory: ωB97M-V with the def2-TZVPD basis set.

Geometry (Å):
C -1.0744 0.1017 -2.1534
C -0.6679 -0.5020 0.7156
C 0.9518 -2.2228 -1.1337
C -1.1468 1.9407 1.8827
O 3.2425 -0.4634 0.4416
O 1.7263 1.0173 1.6202
O 1.3905 0.7093 -0.9204
F -0.2529 2.7892 2.1043
F -1.9881 2.3279 0.9590
Si 0.2735 -0.3894 -1.0116
S 2.5345 0.8203 0.4656
Br -2.0391 1.6108 3.5497
H -0.8123 1.0500 -2.6648
H -1.3776 -0.7219 -2.8000
H -1.9592 0.2655 -1.5904
H -0.5752 1.1415 1.5802
H -1.6853 -0.7087 0.8483
H -0.1275 -1.0780 1.4942
H 1.9965 -2.0557 -1.2628
H 0.9380 -2.8292 -0.1767
H 0.6530 -2.8032 -1.9477

Cartesian forces, eV/Å:
0.4872 0.2484 -0.9392
3.0579 -1.6932 -0.7432
0.2311 1.3761 2.3750
-1.9381 -0.9763 1.1845
-0.3744 0.9764 -0.3107
-1.5512 0.5322 1.3345
2.9035 2.1002 1.2628
2.8508 4.4812 0.6488
-1.0656 0.5515 -1.0616
-2.7627 -3.3879 1.6509
1.0563 -1.8058 -2.3245
-0.5542 -0.3975 0.3363
-0.2820 -0.7469 -0.1227
0.3944 0.2309 -0.5521
-0.7591 0.4865 0.7916
0.4757 -3.0837 -0.8545
-1.7789 0.4050 0.0782
-0.0714 0.6206 -0.2446
1.0673 0.1656 -0.2339
-0.4407 0.7628 -1.0236
-0.9458 -0.8459 -1.2519

Values from the calculation:
* calculated total energy: -104622.991 eV
* max |F|: 5.35 eV Å⁻¹
* energy above the lowest of the compared OMol25 structures with the same formula, charge and spin: 1.614 eV
* Kohn-Sham gap (spin up / spin down): 4.382 / 8.976 eV
* highest occupied orbital energy (spin up / spin down): -8.5 / -10.5 eV

2 unconnected molecules or ions with the total composition C4H9BrN. Source: the Open Molecules 2025 dataset; level of theory: ωB97M-V with the def2-TZVPD basis set.

Geometry (Å):
C 1.5391 0.2862 -0.1888
C 0.0680 0.4031 -0.4236
C 0.8124 -2.0751 -0.1998
C -2.5143 2.3234 0.3237
N 0.6161 -0.7418 0.3062
Br -2.0211 1.2970 1.7014
H 2.2047 -0.0195 -0.9750
H 2.0460 1.0118 0.5586
H -0.3958 0.1457 -1.4211
H -0.2368 -2.4940 -0.4411
H 1.4709 -2.0115 -1.0742
H 1.2876 -2.7216 0.5425
H -3.4444 2.9800 0.4029
H -1.8369 2.4425 -0.4362
H 0.4045 -0.8261 1.3246

Cartesian forces, eV/Å:
-0.0604 3.0283 1.8629
1.0774 -1.4895 -1.9315
-1.8299 -1.9177 -1.4947
-3.2959 1.8472 0.3908
0.2627 0.0923 2.2809
0.4011 -0.9088 1.2237
-0.0131 -0.2345 -0.3185
-1.0592 -1.5039 -1.0630
0.1294 0.6456 1.3457
1.8551 0.3950 0.1261
-0.5169 -0.3029 0.0542
-0.0872 0.3309 0.0234
1.5753 -1.2245 -0.0037
1.3488 0.3196 -1.6629
0.2126 0.9229 -0.8332

Values from the calculation:
* calculated total energy: -75813.734 eV
* charge: +1
* max |F|: 3.80 eV Å⁻¹
* energy above the lowest of the compared OMol25 structures with the same formula, charge and spin: 4.514 eV
* Kohn-Sham gap (spin up / spin down): 10.604 / 5.509 eV
* highest occupied orbital energy (spin up / spin down): -14.0 / -11.7 eV

2 unconnected molecules or ions with the total composition C4H9BrO2. Source: the Open Molecules 2025 dataset; level of theory: ωB97M-V with the def2-TZVPD basis set.

Geometry (Å):
C -0.7309 0.3080 1.3471
C 0.5355 -1.3362 -0.1956
C -0.1268 0.9937 -0.9623
C -0.5365 -0.1980 -0.1231
O -1.6716 -0.8315 -0.4953
O -3.1833 0.6242 -0.4387
Br -4.7052 0.0455 0.0596
H -1.6652 0.9668 1.6568
H -0.7927 -0.6462 2.0501
H 0.0870 0.8637 1.7266
H 0.2387 -2.1157 -0.7642
H 0.7362 -1.7339 0.7886
H 1.4108 -1.0031 -0.5694
H 0.8860 0.8501 -1.5432
H -0.8400 1.2241 -1.6361
H -0.0349 1.8048 -0.3709

Cartesian forces, eV/Å:
-1.9311 -1.9391 2.4146
-1.7274 0.9254 3.1536
3.6374 -2.8379 -1.5691
0.0337 1.2998 1.9577
-2.5916 0.7722 -0.7373
3.0549 -0.8490 -0.5445
-0.7914 -0.7276 0.3618
1.6399 -1.4623 -1.4908
-0.0450 1.8672 -1.3657
1.1882 0.5070 0.0883
-1.2583 -2.4734 -2.0133
-0.1479 -0.0484 0.3894
2.7729 1.4826 -1.2798
-1.9579 0.2034 1.1016
-2.4526 0.5500 -2.4694
0.5760 2.7300 2.0029

Values from the calculation:
* calculated total energy: -78424.276 eV
* max |F|: 4.87 eV Å⁻¹
* energy above the lowest of the compared OMol25 structures with the same formula, charge and spin: 7.398 eV
* Kohn-Sham gap (spin up / spin down): 6.848 / 6.852 eV
* highest occupied orbital energy (spin up / spin down): -9.6 / -9.6 eV

A single C4H9BrO2S molecule. Source: the Open Molecules 2025 dataset; level of theory: ωB97M-V with the def2-TZVPD basis set.

Geometry (Å):
C 0.7545 2.0942 -0.2915
C -0.2694 -2.4466 0.6055
C 0.0627 0.8669 -0.8244
C -1.1671 0.1552 0.2896
O -1.6010 -1.5850 -1.6152
O -2.8891 -1.9137 0.4503
S -1.6588 -1.4922 -0.1691
Br -2.9837 0.9430 0.0543
H 1.4976 1.7955 0.4575
H 1.3225 2.7701 -0.9984
H -0.0779 2.8101 0.1526
H -0.5690 -2.5919 1.5834
H -0.2456 -3.5339 0.2623
H 0.6061 -1.8266 0.5641
H -0.6010 0.9783 -1.6951
H 0.7639 0.0701 -0.8439
H -0.8336 -0.1067 1.3389

Cartesian forces, eV/Å:
-1.4427 2.3802 0.8879
-1.3369 -0.9509 -1.9475
-3.0032 -0.9529 1.8690
0.8768 0.5343 -0.6686
0.3131 0.0390 0.6166
0.6471 0.1179 0.4619
0.9433 -2.1900 -1.7286
1.1748 0.9653 0.5350
-0.4184 0.2787 0.1672
-0.7976 -1.2028 0.1763
1.8669 -1.3346 -0.5208
-0.5865 0.2301 2.3502
0.3459 1.7849 -0.4322
0.6686 -0.2861 -0.3452
0.8212 -0.0970 0.0979
0.4370 -0.8735 -0.8237
-0.5094 1.5575 -0.6954

Values from the calculation:
* calculated total energy: -89264.185 eV
* max |F|: 3.66 eV Å⁻¹
* energy above the lowest of the compared OMol25 structures with the same formula, charge and spin: 1.690 eV
* Kohn-Sham gap: 10.787 eV
* highest occupied orbital energy: -10.3 eV

2 unconnected molecules or ions with the total composition C4H9BrOS. Source: the Open Molecules 2025 dataset; level of theory: ωB97M-V with the def2-TZVPD basis set.

Geometry (Å):
C 2.8584 -2.0154 0.5692
C 2.1327 -1.2163 -0.1839
Br 2.4157 0.6446 -0.2655
H 2.6693 -3.0761 0.5705
H 3.6519 -1.6608 1.2040
H 1.3463 -1.5507 -0.8348
C -0.7940 2.1490 0.1689
C -1.8020 1.0288 0.0184
S -0.9797 -0.5640 -0.3652
O -2.3103 -1.5541 -0.3797
H -0.2061 2.2652 -0.7374
H -1.3144 3.0835 0.3663
H -0.1144 1.9503 0.9936
H -2.4958 1.2382 -0.8003
H -2.3629 0.8683 0.9395
H -2.6946 -1.5905 -1.2635

Cartesian forces, eV/Å:
0.0249 0.0545 0.0292
0.3602 -0.2283 -0.0231
0.0665 0.0443 -0.0008
-0.1149 -0.1649 -0.0605
0.1137 0.1410 0.1000
-0.0321 -0.0170 -0.0830
0.0135 -0.0748 0.0270
-0.0446 -0.5385 -0.2199
-0.4204 0.6497 0.0693
-0.1577 -0.1859 0.1259
0.0675 0.0682 -0.0635
-0.0339 0.0717 0.0168
0.0699 0.0347 0.0480
-0.0029 0.0003 0.1209
-0.0453 0.0404 -0.0509
0.1356 0.1048 -0.0353

Values from the calculation:
* calculated total energy: -87217.652 eV
* max |F|: 0.78 eV Å⁻¹
* energy above the lowest of the compared OMol25 structures with the same formula, charge and spin: 0.000 eV
* Kohn-Sham gap: 9.330 eV
* highest occupied orbital energy: -8.7 eV

A single C4H9BrOS2 molecule. Source: the Open Molecules 2025 dataset; level of theory: ωB97M-V with the def2-TZVPD basis set.

Geometry (Å):
O -2.0008 -1.9903 -0.9721
C -1.4171 -1.1646 0.0006
C -0.0613 -0.5997 -0.4397
C 0.5381 0.3012 0.6179
S -0.4715 1.8061 0.9160
C 2.0422 0.8602 0.1631
S 1.9481 1.5822 -1.4945
Br 3.3365 -0.6078 0.3155
H -2.1602 -1.4734 -1.7688
H -2.0923 -0.3356 0.2601
H -1.2871 -1.7989 0.8818
H -0.1878 -0.0357 -1.3686
H 0.6187 -1.4322 -0.6366
H 0.6704 -0.2137 1.5677
H -0.8621 1.4855 2.1435
H 2.3391 1.6232 0.8752
H 3.0015 2.3865 -1.3474

Cartesian forces, eV/Å:
-0.1349 -0.3270 -0.4379
0.1966 0.4118 0.1656
-0.3004 -0.2700 0.2236
2.0792 1.1912 -0.7424
0.1983 0.0478 -0.2718
-2.0644 -0.7569 0.4693
-0.1122 -0.2486 0.3041
-0.1127 0.1573 -0.0006
-0.0142 -0.0173 0.0509
0.1492 -0.1716 0.0500
0.0047 0.1124 0.0084
-0.0524 -0.0157 -0.0250
0.0145 0.0419 -0.0473
0.0690 0.0002 -0.0478
-0.0992 -0.0976 0.2826
0.0565 -0.1401 -0.0009
0.1224 0.0821 0.0193

Values from the calculation:
* calculated total energy: -98053.984 eV
* max |F|: 2.51 eV Å⁻¹
* energy above the lowest of the compared OMol25 structures with the same formula, charge and spin: 0.000 eV
* Kohn-Sham gap: 9.955 eV
* highest occupied orbital energy: -9.4 eV

A molecular structure, C4H9ClN. Source: the Open Molecules 2025 dataset; level of theory: ωB97M-V with the def2-TZVPD basis set.

Geometry (Å):
C -1.7815 -1.8354 0.2559
C -1.7534 -0.6139 -0.1724
C 1.8240 -0.3126 0.1552
C 0.7220 0.4235 -0.7194
N 0.1811 1.5903 -0.1360
Cl -2.6246 0.8798 0.0683
H -2.4744 -2.5090 0.9421
H -0.8194 -2.3054 0.1027
H 2.7116 -0.3870 -0.3785
H 1.5448 -1.2903 0.4650
H 1.8318 0.2826 1.0716
H 0.8818 0.4761 -1.7825
H 0.5887 2.4517 -0.6014
H 0.1470 1.6079 0.9409
H -0.9797 1.5419 -0.2113

Cartesian forces, eV/Å:
-0.6611 -1.7594 1.9353
0.6023 1.3138 0.1710
-3.5731 1.8622 -0.1008
1.1665 -2.7108 1.5375
-2.4282 1.6853 1.0078
-0.2612 -1.1647 -0.2347
0.9462 1.9647 -1.7060
0.0457 -0.4724 -0.3805
1.7799 0.1942 -0.7318
-0.4873 -0.9765 0.0168
0.8335 -0.1390 -0.0228
-0.3454 0.0769 -0.2112
-0.8517 -0.7524 1.1655
1.1177 0.1600 -1.8999
2.1162 0.7180 -0.5460

Values from the calculation:
* calculated total energy: -18294.135 eV
* charge: +1
* max |F|: 4.03 eV Å⁻¹
* energy above the lowest of the compared OMol25 structures with the same formula, charge and spin: 4.602 eV
* Kohn-Sham gap (spin up / spin down): 8.584 / 8.919 eV
* highest occupied orbital energy (spin up / spin down): -13.6 / -13.5 eV

A single C4H9ClN2O molecule. Source: the Open Molecules 2025 dataset; level of theory: ωB97M-V with the def2-TZVPD basis set.

Geometry (Å):
H 1.4106 1.3877 -1.3283
N 1.8318 2.2150 -0.9202
C 1.8026 1.8777 0.3097
N 1.1937 0.7297 0.8735
O 0.8152 -0.1840 -0.1254
C -0.5978 -0.2890 -0.1271
C -1.0353 -0.9365 -1.4116
C -0.9843 -1.1019 1.1059
Cl -2.7645 -1.0342 1.2916
H 2.1606 2.5891 1.1040
H 1.6974 0.2033 1.5647
H -0.9304 0.7046 0.0391
H -0.4381 -1.8359 -1.6358
H -0.8809 -0.2475 -2.1578
H -2.0980 -1.2669 -1.4244
H -0.5219 -0.6116 1.9313
H -0.6606 -2.1996 0.9106

Cartesian forces, eV/Å:
-0.1057 -0.1329 -1.1775
-0.2308 -0.8218 1.5883
0.4503 1.3977 0.7831
-0.1435 0.3064 -0.8547
0.8161 -0.2706 -0.2058
-0.3417 -1.2732 0.7801
-0.5724 -1.6997 1.0512
-0.0178 -1.6607 -1.6408
0.2171 -0.1269 0.2434
-0.1773 -0.8513 -0.6840
0.5161 0.2311 0.2722
-0.9215 0.9747 -0.2826
-0.0276 0.3414 0.2519
0.2301 1.4427 -2.1088
0.7046 0.4914 0.2729
0.1396 -0.2041 0.9207
-0.5358 1.8560 0.7904

Values from the calculation:
* calculated total energy: -21841.913 eV
* max |F|: 2.57 eV Å⁻¹
* energy above the lowest of the compared OMol25 structures with the same formula, charge and spin: 2.307 eV
* Kohn-Sham gap: 10.790 eV
* highest occupied orbital energy: -10.0 eV

A single C4H9ClO2 molecule. Source: the Open Molecules 2025 dataset; level of theory: ωB97M-V with the def2-TZVPD basis set.

Geometry (Å):
C 1.7773 -0.3846 0.6992
O 0.9690 0.7491 0.7053
C -0.3925 0.5688 -0.3227
C 0.2805 0.9214 -1.6544
Cl -1.4463 1.8133 0.3480
O -0.7760 -0.6478 -0.1742
C -1.6814 -0.9633 0.8484
H 2.3192 -0.3235 1.6075
H 2.4273 -0.4583 -0.2566
H 1.0102 -1.2293 0.8053
H 1.3065 0.4768 -1.6388
H -0.2709 0.4642 -2.4720
H 0.4346 2.0128 -1.8088
H -1.2248 -1.0521 1.9440
H -2.2242 -1.8804 0.4487
H -2.5086 -0.0670 0.9211

Cartesian forces, eV/Å:
-1.9911 -0.9006 -1.5028
-2.2769 1.0658 -1.2293
4.9218 2.9320 1.5174
0.4374 -0.2172 0.1358
0.1808 0.5973 -0.4514
-1.0883 -1.7692 -0.6451
-2.9669 0.5686 1.8853
1.0576 -0.1610 0.6343
-0.7541 -0.2175 1.5595
1.8285 0.2148 -0.3890
-0.9729 0.2102 -0.0665
-0.1159 0.1888 -0.2001
-0.4814 -0.8480 0.3296
-0.6519 -0.0591 -2.5705
0.8796 0.9787 1.0988
1.9939 -2.5835 -0.1059

Values from the calculation:
* calculated total energy: -20908.799 eV
* max |F|: 5.93 eV Å⁻¹
* energy above the lowest of the compared OMol25 structures with the same formula, charge and spin: 2.384 eV
* Kohn-Sham gap: 10.220 eV
* highest occupied orbital energy: -9.4 eV

A single C4H9ClO2 molecule. Source: the Open Molecules 2025 dataset; level of theory: ωB97M-V with the def2-TZVPD basis set.

Geometry (Å):
C 1.3217 1.6268 -0.4148
O 0.1582 0.9394 -0.6153
C -0.2916 0.2481 0.5238
C 0.6559 -0.8460 0.9606
Cl 1.3418 -1.8197 -0.3940
O -1.6427 -0.1541 0.3412
C -1.8871 -1.0009 -0.7205
H 2.2681 1.0655 -0.3620
H 1.4029 2.3394 -1.2510
H 1.2852 2.2322 0.4895
H -0.3631 0.9498 1.3613
H 1.5026 -0.4167 1.5308
H 0.1054 -1.5567 1.5743
H -1.5270 -2.0341 -0.6125
H -1.3533 -0.6036 -1.6068
H -2.9768 -0.9692 -0.8046

Cartesian forces, eV/Å:
1.4594 1.7162 -0.3841
-1.2639 -1.2379 0.0624
-1.0539 0.3370 -0.1687
0.4515 -0.5685 0.1308
-0.0260 0.2553 0.2077
1.7447 0.8540 1.4640
0.0535 -0.3222 -1.6037
-0.4280 -0.4118 -0.1648
0.1380 -0.2926 0.2430
-0.1246 0.1750 0.3616
0.0700 0.0840 0.1058
-0.4697 -0.3296 -0.3855
0.1143 0.1440 0.1698
-0.1807 0.1268 0.4259
-0.7176 -0.2381 0.0462
0.2330 -0.2917 -0.5104

Values from the calculation:
* calculated total energy: -20910.233 eV
* max |F|: 2.43 eV Å⁻¹
* energy above the lowest of the compared OMol25 structures with the same formula, charge and spin: 0.951 eV
* Kohn-Sham gap: 10.956 eV
* highest occupied orbital energy: -10.1 eV

> Look up the max |F| of the eleventh one.

5.93 eV Å⁻¹

> Which formula does entry 12 have?

C4H9ClO2

> Among the records above, which one has the lowest calculated total energy?

C4H9BrF2O3SSi

> Which of these has the highest calculated total energy?

C4H9BO2